Record 1
A structure of composition C8H13AuN4O4, computed with ωB97M-V/def2-TZVPD.

Output
E_HOMO (spin up / spin down) = -16.5 / -16.5 eV
Frontier orbital gap (spin up / spin down) = 9.15 / 5.19 eV
Net charge = +2
Multiplicity = 3
Relative energy (zero: lowest compared OMol25 entry of this formula, charge and spin) = 0.026 eV
E_LUMO (spin up / spin down) = -7.321 / -11.276 eV

Each line ends with the Löwdin charge.
Positions of all 30 atoms, in Å:
Au 0.589 -1.026 -0.559  1.17
N 2.671 -1.180 -0.745  -0.06
C 3.423 -0.095 -0.032  -0.19
C 3.317 -0.238 1.477  -0.16
C 1.937 0.041 2.050  -0.20
N 0.952 -1.002 1.674  0.03
H 3.010 -2.093 -0.442  0.12
H 2.868 -1.130 -1.745  0.12
H 3.028 0.863 -0.371  0.12
H 4.467 -0.152 -0.341  0.14
H 4.004 0.481 1.923  0.14
H 3.669 -1.226 1.794  0.13
H 1.551 1.006 1.725  0.12
H 1.989 0.057 3.143  0.15
H 0.028 -0.828 2.065  0.12
H 1.250 -1.936 1.949  0.13
O -4.104 2.822 -1.178  0.18
C -4.412 1.541 -1.036  -0.46
O -5.528 1.133 -0.959  0.18
C -3.294 0.517 -0.999  0.01
C -3.612 -0.836 -1.021  0.08
N -2.482 -1.534 -0.925  0.08
N -1.415 -0.717 -0.852  -0.10
C -1.911 0.538 -0.884  -0.13
C -0.966 1.678 -0.831  -0.46
O -1.234 2.830 -0.994  0.22
O 0.310 1.332 -0.570  0.06
H -3.148 2.987 -1.241  0.09
H -4.586 -1.296 -1.107  0.17
H -2.371 -2.538 -0.969  0.19

=====

Record 2
An isolated molecule of C12H16ClN5O, computed with ωB97M-V/def2-TZVPD.

Output
E_HOMO = -9.1 eV
Frontier orbital gap = 9.08 eV
Net charge = 0
E_LUMO = -0.071 eV

Each line ends with the Löwdin charge.
Positions of all 35 atoms, in Å:
C -5.002 0.078 -1.923  -0.12
C -4.944 0.112 -0.400  -0.27
C -3.580 -0.290 0.160  -0.20
C -2.479 0.720 -0.174  -0.19
N -1.236 0.397 0.488  0.07
C -0.825 1.056 1.594  -0.56
O -1.354 2.039 2.056  0.07
N 0.274 0.480 2.243  0.07
H 0.746 1.142 2.852  0.15
N 1.098 -0.424 1.591  0.04
C 2.183 -0.016 0.877  -0.25
N 2.326 1.289 0.695  0.12
C 3.344 1.715 -0.024  -0.73
C 4.290 0.886 -0.608  -0.06
C 4.168 -0.487 -0.426  -0.21
C 3.092 -0.958 0.333  -0.12
C 2.880 -2.327 0.568  -0.21
N 2.668 -3.436 0.783  0.18
C 5.172 -1.428 -1.006  -0.02
H 4.764 -2.433 -1.094  0.08
H 6.046 -1.474 -0.355  0.10
H 5.500 -1.082 -1.983  0.09
H 5.099 1.300 -1.185  0.11
Cl 3.456 3.415 -0.214  0.72
H 1.076 -1.379 1.931  0.14
H -0.786 -0.471 0.243  0.13
H -2.767 1.713 0.176  0.13
H -2.301 0.755 -1.252  0.12
H -3.302 -1.274 -0.228  0.11
H -3.651 -0.365 1.248  0.11
H -5.193 1.115 -0.047  0.11
H -5.695 -0.574 -0.003  0.10
H -4.344 0.826 -2.357  0.06
H -4.707 -0.901 -2.295  0.07
H -6.015 0.282 -2.263  0.07

=====

Record 3
A structure of composition C42H44Br2MnN3P2S, computed with ωB97M-V/def2-TZVPD.

Output
E_HOMO (spin up / spin down) = -10.0 / -10.2 eV
Frontier orbital gap (spin up / spin down) = 6.55 / 6.68 eV
Net charge = +1
Multiplicity = 2
Relative energy (zero: lowest compared OMol25 entry of this formula, charge and spin) = 0.000 eV
E_LUMO (spin up / spin down) = -3.485 / -3.488 eV

Each line ends with the Löwdin charge.
Positions of all 95 atoms, in Å:
Mn -0.253 -1.405 0.800  0.37
Br -0.602 -2.534 7.484  0.80
C -0.541 -2.152 5.625  -0.64
C 0.172 -1.032 5.161  -0.06
C 0.162 -0.782 3.813  -0.11
N -0.533 -1.493 2.916  0.05
C -1.214 -2.602 3.360  -0.18
C -1.186 -2.958 4.723  -0.04
C -1.928 -3.356 2.367  -0.17
C -2.770 -4.434 2.692  -0.04
C -3.393 -5.140 1.694  -0.64
Br -4.487 -6.636 2.106  0.81
C -3.203 -4.755 0.356  -0.07
C -2.384 -3.678 0.111  -0.11
N -1.740 -2.980 1.054  0.05
H 0.708 -0.390 5.838  0.11
H 0.731 0.051 3.421  0.10
H -1.672 -3.857 5.064  0.10
H -2.927 -4.714 3.720  0.11
H -3.675 -5.292 -0.450  0.11
H -2.220 -3.357 -0.913  0.11
C 0.395 5.952 -1.543  -0.40
S -0.663 5.542 -2.959  0.80
C -0.001 3.910 -3.425  -0.48
C -0.496 2.779 -2.521  -0.24
C 0.587 2.311 -1.541  -0.23
N 0.250 1.106 -0.779  -0.42
P 0.493 -0.500 -1.370  1.00
C -0.218 -0.428 -3.059  -0.36
C -1.557 -0.768 -3.211  -0.11
C -2.180 -0.625 -4.438  -0.07
C -1.462 -0.147 -5.522  -0.06
C -0.119 0.166 -5.385  -0.06
C 0.507 0.025 -4.161  -0.09
C 2.255 -0.656 -1.812  -0.39
C 3.280 0.132 -1.304  -0.09
C 4.598 -0.161 -1.615  -0.06
C 4.898 -1.267 -2.394  -0.07
C 3.881 -2.071 -2.886  -0.06
C 2.565 -1.772 -2.591  -0.12
P -0.808 1.048 0.592  1.01
C -2.133 2.231 0.150  -0.36
C -3.183 1.765 -0.636  -0.10
C -4.179 2.628 -1.056  -0.07
C -4.144 3.960 -0.679  -0.06
C -3.111 4.426 0.119  -0.06
C -2.107 3.570 0.532  -0.10
C -0.008 1.981 1.934  -0.39
C -0.832 2.250 3.030  -0.13
C -0.306 2.802 4.180  -0.07
C 1.051 3.083 4.251  -0.07
C 1.874 2.817 3.169  -0.07
C 1.352 2.253 2.016  -0.08
H 0.346 7.029 -1.422  0.03
H 1.414 5.652 -1.760  0.03
H 0.033 5.466 -0.641  0.01
H 1.087 3.988 -3.428  0.07
H -0.345 3.762 -4.448  0.07
H -0.809 1.938 -3.136  0.08
H -1.376 3.118 -1.980  0.07
H 0.813 3.113 -0.829  0.11
H 1.496 2.088 -2.113  0.11
H -2.109 -1.140 -2.354  0.08
H -3.221 -0.880 -4.558  0.11
H -1.943 -0.021 -6.479  0.11
H 0.437 0.528 -6.238  0.11
H 1.552 0.279 -4.065  0.11
H 3.045 0.955 -0.646  0.09
H 5.397 0.456 -1.231  0.11
H 5.928 -1.511 -2.603  0.11
H 4.116 -2.938 -3.486  0.11
H 1.759 -2.400 -2.953  0.11
H -3.209 0.721 -0.922  0.09
H -4.985 2.263 -1.676  0.11
H -4.920 4.636 -1.003  0.11
H -3.086 5.462 0.421  0.11
H -1.308 3.946 1.154  0.10
H -1.886 2.007 2.967  0.12
H -0.949 2.995 5.025  0.11
H 1.466 3.486 5.160  0.11
H 2.930 3.026 3.233  0.11
H 1.997 1.999 1.188  0.09
C 3.280 -3.821 1.635  -0.08
C 1.831 -3.449 1.295  -0.50
C 1.407 -4.140 -0.005  -0.08
C 1.752 -1.935 1.159  -0.23
H 3.394 -4.895 1.750  0.07
H 3.593 -3.341 2.559  0.08
H 3.932 -3.488 0.829  0.08
H 1.177 -3.784 2.114  0.12
H 2.064 -3.845 -0.819  0.06
H 0.379 -3.863 -0.272  0.04
H 1.455 -5.219 0.101  0.08
H 2.449 -1.635 0.367  0.03
H 2.093 -1.459 2.088  0.04

=====

Record 4
An isolated molecule of C4H11NO4S2, computed with ωB97M-V/def2-TZVPD.

Output
E_HOMO = -9.8 eV
Frontier orbital gap = 10.23 eV
Net charge = 0
Relative energy (zero: lowest compared OMol25 entry of this formula, charge and spin) = 0.546 eV
E_LUMO = 0.419 eV

Each line ends with the Löwdin charge.
Positions of all 22 atoms, in Å:
C -0.227 -0.058 1.800  -0.04
C 2.720 -0.587 -0.598  -0.16
C -1.854 1.796 -0.493  -0.12
C -0.147 -0.592 0.354  -0.57
N 0.067 -1.934 0.175  0.09
O 1.326 1.601 0.024  -0.33
O 0.867 0.452 -2.059  -0.29
O -2.871 -0.348 0.492  -0.33
O -1.894 -0.671 -1.705  -0.34
S 1.214 0.360 -0.695  0.62
S -1.796 -0.010 -0.396  0.66
H 0.101 0.850 1.857  0.00
H -1.286 0.049 2.094  0.09
H 0.218 -0.638 2.550  0.08
H 2.615 -1.576 -1.106  0.07
H 3.528 0.051 -1.130  0.10
H 3.135 -0.636 0.472  0.10
H -1.835 2.130 0.549  0.07
H -0.824 2.127 -0.824  0.06
H -2.535 2.239 -1.232  0.09
H -0.536 -2.517 0.661  0.09
H 0.015 -2.088 -0.789  0.07

=====

no.,E (a.u.),molar mass (u)
1,-967.63193,426.18
2,-1276.10774,281.75
3,-9170.82471,899.60
4,-1311.00933,201.27